Model i:
Molecular formula: C25H64Hg2O27S8
Method: DFT, ωB97M-V with the def2-TZVPD basis set

CARTESIAN COORDINATES (ANGSTROEM)
Hg 0.35 0.58 0.05
Hg 4.04 -1.41 -1.63
C 1.38 -1.80 -0.84
O 1.82 -0.73 -1.33
O 0.50 -1.70 0.11
O 2.30 -2.61 -0.65
O 0.02 5.22 0.97
S -0.94 4.21 0.57
O -0.49 2.81 0.34
O -2.13 4.18 1.73
C -3.32 3.25 1.63
C -4.19 3.34 2.91
C -1.97 4.73 -1.02
H -3.10 2.19 1.53
H -3.90 3.55 0.75
H -5.11 2.77 2.87
H -4.36 4.39 3.14
H -3.65 2.80 3.69
H -2.29 3.84 -1.55
H -1.37 5.43 -1.61
H -2.78 5.30 -0.57
O -4.22 -0.35 -0.78
S -3.11 -0.63 0.15
O -1.86 0.12 0.07
O -3.57 -0.47 1.72
C -4.83 -1.08 2.12
C -4.96 -0.74 3.63
C -2.79 -2.49 0.04
H -5.09 -2.09 1.78
H -5.61 -0.43 1.72
H -4.68 0.29 3.83
H -4.37 -1.36 4.30
H -5.96 -1.08 3.90
H -2.07 -2.57 -0.78
H -3.66 -2.99 -0.40
H -2.39 -3.07 0.87
O 2.32 0.22 1.56
S 3.58 -0.43 1.83
O 4.37 -0.88 0.64
O 4.41 0.68 2.75
C 5.85 0.63 3.10
C 6.18 0.07 4.42
C 3.41 -1.90 3.02
H 6.23 1.63 2.90
H 6.32 -0.03 2.37
H 5.60 0.57 5.19
H 7.27 0.09 4.47
H 5.79 -0.95 4.47
H 2.80 -2.61 2.47
H 2.84 -1.49 3.85
H 4.39 -2.21 3.37
O -0.46 0.65 2.36
S -0.25 0.31 3.76
O 0.00 -1.09 4.11
O 1.01 1.21 4.34
C 1.03 2.65 4.24
C 2.43 3.05 4.54
C -1.60 0.91 4.84
H 0.28 3.08 4.90
H 0.69 2.93 3.24
H 2.92 2.32 5.19
H 2.60 4.05 4.97
H 2.99 3.04 3.61
H -1.18 0.65 5.81
H -2.53 0.43 4.54
H -1.69 1.99 4.68
O 0.28 -2.59 -6.14
S -0.72 -2.72 -5.03
O -0.42 -2.24 -3.71
O -2.12 -2.10 -5.60
C -2.98 -1.39 -4.80
C -3.89 -2.33 -4.04
C -1.21 -4.51 -4.85
H -3.73 -0.84 -5.36
H -2.46 -0.69 -4.15
H -4.85 -1.98 -3.66
H -3.38 -2.87 -3.24
H -4.30 -2.98 -4.81
H -1.59 -4.79 -5.84
H -1.89 -4.71 -4.02
H -0.29 -4.99 -4.54
O -0.53 -5.90 4.39
S 0.44 -5.85 3.31
O 1.75 -6.50 3.37
O -0.46 -6.45 2.03
C 0.25 -6.59 0.85
C -0.61 -6.33 -0.37
C 0.72 -4.13 2.77
H 0.36 -7.66 0.73
H 1.20 -6.11 0.60
H -1.41 -7.05 -0.50
H 0.00 -6.47 -1.26
H -1.08 -5.36 -0.20
H 1.44 -4.07 1.95
H 1.19 -3.65 3.63
H -0.23 -3.64 2.57
O 0.26 3.30 -3.24
S -0.12 1.93 -3.37
O -0.43 1.05 -2.20
O -1.33 1.85 -4.49
C -2.67 2.08 -3.97
C -3.58 2.23 -5.26
C 1.19 1.24 -4.44
H -2.55 3.02 -3.44
H -2.92 1.34 -3.21
H -2.99 2.86 -5.93
H -4.52 2.76 -5.12
H -3.71 1.29 -5.80
H 0.68 0.54 -5.10
H 1.89 0.70 -3.80
H 1.62 1.97 -5.14
O 2.09 1.95 -0.55
S 3.43 2.14 -1.13
O 4.15 0.89 -1.63
O 3.28 3.21 -2.44
C 4.34 3.66 -3.24
C 3.74 3.98 -4.65
C 4.53 3.13 -0.03
H 5.15 2.93 -3.25
H 4.75 4.63 -2.95
H 3.19 4.92 -4.67
H 3.15 3.16 -5.06
H 4.46 4.04 -5.46
H 5.59 3.15 -0.30
H 4.55 2.49 0.85
H 4.09 4.10 0.22

Highest occupied orbital energy: -13.77 eV
Charge: +2
Gap between HOMO and LUMO: 5.82 eV

Atomic partial charges in e from the Mulliken method, atoms 1 to 99: Hg 5.827; Hg 1.040; C 1.019; O -0.055; O -0.852; O -1.133; O -0.692; S 1.011; O -1.196; O -0.403; C 0.417; C -1.227; C -0.861; H -0.186; H 0.442; H 0.367; H 0.398; H 0.094; H -0.077; H 0.430; H 0.563; O -0.751; S 0.976; O -1.010; O 0.065; C -0.329; C -1.170; C -1.339; H 0.460; H 0.271; H 0.166; H 0.311; H 0.484; H 0.204; H 0.683; H 0.397; O -1.392; S 0.851; O -0.717; O 0.224; C -0.474; C -1.033; C -0.601; H 0.387; H 0.362; H 0.290; H 0.408; H 0.183; H -0.185; H 0.397; H 0.419; O -0.687; S 1.031; O -0.649; O -0.286; C 0.271; C -1.194; C -0.636; H 0.451; H -0.126; H 0.296; H 0.455; H 0.083; H 0.473; H -0.098; H 0.217; O -0.641; S 1.065; O -0.154; O -0.431; C 0.600; C -1.104; C -1.037; H 0.151; H -0.234; H 0.434; H -0.016; H 0.412; H 0.384; H 0.278; H 0.405; O -0.614; S 1.215; O -0.618; O -0.372; C -0.300; C -0.903; C -0.688; H 0.348; H 0.379; H 0.439; H 0.344; H -0.020; H 0.279; H 0.480; H 0.025; O -0.692; S 0.844; O -0.497

=====

Model ii:
Molecular formula: C25H64Hg2O27S8
Method: DFT, ωB97M-V with the def2-TZVPD basis set

CARTESIAN COORDINATES (ANGSTROEM)
Hg 18.52 9.95 -9.14
Hg 20.81 10.58 -13.32
C 20.23 11.51 -10.84
O 19.74 11.95 -9.81
O 19.65 10.54 -11.26
O 21.00 12.14 -11.57
O 25.51 10.34 -12.17
S 24.06 9.95 -11.96
O 23.02 10.47 -12.85
O 23.87 8.31 -11.88
C 25.01 7.54 -11.62
C 24.38 6.34 -10.95
C 23.64 10.13 -10.13
H 25.68 8.06 -10.94
H 25.51 7.17 -12.51
H 25.13 5.60 -10.69
H 23.43 6.07 -11.42
H 24.09 6.69 -9.96
H 24.19 9.37 -9.57
H 22.59 9.84 -10.18
H 23.88 11.17 -9.93
O 20.29 8.40 -8.91
S 20.38 7.08 -8.27
O 19.13 6.55 -7.73
O 21.16 6.05 -9.31
C 20.99 4.58 -9.12
C 22.07 3.94 -9.94
C 21.66 6.98 -7.03
H 20.01 4.27 -9.50
H 20.91 4.28 -8.07
H 22.26 2.89 -9.72
H 22.90 4.62 -9.75
H 21.77 4.04 -10.98
H 21.64 5.94 -6.71
H 21.52 7.67 -6.20
H 22.53 7.06 -7.67
O 18.96 10.18 -14.80
S 18.35 10.34 -16.15
O 18.56 11.47 -17.06
O 18.51 8.90 -17.02
C 18.08 8.72 -18.34
C 16.93 7.70 -18.30
C 16.55 10.31 -15.98
H 18.86 8.27 -18.95
H 17.82 9.67 -18.80
H 16.18 7.86 -17.53
H 17.31 6.68 -18.35
H 16.35 7.61 -19.22
H 15.98 9.38 -16.02
H 16.17 10.92 -16.80
H 16.25 10.77 -15.03
O 17.53 13.15 -13.97
S 18.93 13.65 -13.99
O 20.09 12.75 -14.06
O 19.18 14.87 -15.20
C 20.51 15.17 -15.69
C 20.51 15.66 -17.18
C 19.10 14.59 -12.51
H 21.16 14.31 -15.57
H 20.90 15.87 -14.95
H 20.22 14.83 -17.82
H 21.50 16.02 -17.46
H 19.90 16.51 -17.47
H 18.75 13.94 -11.70
H 18.40 15.42 -12.57
H 20.02 15.17 -12.40
O 18.20 7.91 -10.46
S 18.41 7.38 -11.77
O 19.54 7.83 -12.58
O 18.44 5.67 -11.76
C 17.22 4.99 -11.97
C 17.57 3.60 -11.52
C 16.98 7.87 -12.86
H 17.04 4.99 -13.05
H 16.45 5.33 -11.28
H 16.72 2.96 -11.77
H 17.67 3.44 -10.45
H 18.37 3.15 -12.12
H 17.01 7.16 -13.69
H 17.25 8.83 -13.28
H 15.96 7.94 -12.47
O 24.45 13.65 -6.67
S 24.92 14.09 -7.98
O 25.43 13.03 -8.83
O 23.75 15.06 -8.72
C 23.96 15.44 -10.21
C 22.84 14.52 -10.94
C 26.19 15.29 -7.75
H 24.97 15.18 -10.53
H 23.78 16.49 -10.43
H 23.04 13.52 -10.55
H 23.05 14.40 -12.00
H 21.79 14.71 -10.70
H 25.81 16.16 -7.22
H 26.64 15.46 -8.73
H 26.93 14.85 -7.08
O 21.75 8.43 -14.07
S 22.28 7.59 -15.12
O 21.96 7.84 -16.52
O 23.93 7.32 -14.90
C 24.74 6.76 -15.95
C 26.17 6.45 -15.41
C 21.71 5.92 -14.62
H 24.80 7.45 -16.79
H 24.27 5.82 -16.25
H 26.80 7.33 -15.24
H 26.77 5.77 -16.02
H 25.98 5.88 -14.50
H 21.88 5.13 -15.35
H 20.66 6.21 -14.55
H 22.19 5.82 -13.64
O 21.94 11.18 -15.46
S 23.08 11.74 -16.16
O 22.99 12.95 -16.96
O 24.31 11.95 -14.92
C 25.43 12.62 -15.38
C 26.61 12.25 -14.61
C 23.83 10.37 -17.13
H 25.27 13.65 -15.05
H 25.54 12.60 -16.47
H 26.35 12.22 -13.55
H 27.46 12.85 -14.94
H 26.80 11.21 -14.87
H 24.54 10.98 -17.69
H 23.05 9.94 -17.76
H 24.19 9.63 -16.40

Highest occupied orbital energy: -13.59 eV
Charge: +2
Gap between HOMO and LUMO: 5.48 eV

Atomic partial charges in e from the Mulliken method, atoms 1 to 99: Hg 1.191; Hg 3.635; C 1.168; O -0.915; O -0.741; O -0.158; O -0.658; S 0.198; O -0.373; O 0.322; C -0.438; C -0.535; C -0.281; H 0.532; H -0.195; H 0.512; H -0.146; H 0.108; H 0.480; H -0.249; H 0.090; O -0.377; S 0.956; O -0.660; O -0.120; C -0.062; C -0.832; C -0.977; H -0.052; H 0.514; H 0.446; H 0.068; H 0.158; H 0.382; H 0.463; H 0.226; O -0.599; S 0.800; O -0.704; O -0.124; C -0.365; C -0.973; C -1.427; H 0.322; H 0.318; H 0.171; H 0.313; H 0.385; H 0.325; H 0.479; H 0.461; O -0.689; S 0.874; O -0.415; O -0.449; C 0.545; C -1.279; C -0.937; H -0.329; H 0.309; H 0.279; H 0.360; H 0.378; H 0.309; H 0.547; H 0.104; O -0.678; S 0.764; O -0.232; O 0.092; C 0.055; C -1.551; C -0.958; H 0.274; H 0.320; H 0.478; H 0.333; H 0.322; H 0.405; H -0.006; H 0.476; O -0.624; S 1.102; O -0.532; O -0.337; C -0.520; C -0.210; C -0.979; H 0.325; H 0.382; H -0.208; H 0.352; H 0.157; H 0.348; H 0.323; H 0.389; O -0.350; S 0.554; O -0.753

=====

Which of them is most stable, and which least? Most stable: model i; least stable: model ii.

=====

Model i:
Molecular formula: C2H4Cl2FN
Method: DFT, ωB97M-V with the def2-TZVPD basis set

CARTESIAN COORDINATES (ANGSTROEM)
C 1.00 0.86 0.66
C 0.08 0.06 -0.20
H -0.65 1.54 2.03
H 0.13 3.06 1.11
H 1.60 1.44 -0.06
H 1.61 0.26 1.23
N 0.44 1.94 1.58
F -0.75 0.91 -0.71
Cl 0.59 -0.84 -1.51
Cl -0.91 -1.13 0.82

Highest occupied orbital energy: -10.05 eV
Charge: 0
SMILES: NCC(F)(Cl)Cl
Gap between HOMO and LUMO: 10.76 eV

Now the Mulliken charges, all in e: C -0.653; C 0.511; H 0.282; H 0.303; H 0.318; H 0.374; N -0.613; F -0.186; Cl -0.135; Cl -0.200

=====

Model ii:
Molecular formula: C2H4Cl2FN
Method: DFT, ωB97M-V with the def2-TZVPD basis set

CARTESIAN COORDINATES (ANGSTROEM)
C 0.09 -0.56 -1.43
C -0.03 0.17 -0.04
H -1.10 -2.02 -2.32
H -0.72 -2.33 -0.79
H -0.20 0.21 -2.19
H 1.11 -0.99 -1.48
N -0.90 -1.61 -1.44
F -1.36 0.58 0.05
Cl 0.88 1.65 0.10
Cl 0.24 -0.86 1.39

Highest occupied orbital energy: -9.76 eV
Charge: 0
SMILES: NCC(F)(Cl)Cl
Gap between HOMO and LUMO: 10.55 eV

Now the Mulliken charges, all in e: C -0.484; C 0.503; H 0.193; H 0.181; H 0.336; H 0.295; N -0.486; F -0.221; Cl -0.144; Cl -0.173

=====

Which of them is most stable, and which least? Most stable: model ii; least stable: model i.

=====

Model i:
Molecular formula: C20H23N3O5S
Method: DFT, ωB97M-V with the def2-TZVPD basis set

CARTESIAN COORDINATES (ANGSTROEM)
C -1.54 -2.82 2.69
C -1.18 -2.34 1.32
C -1.19 -3.20 0.23
C -0.87 -2.75 -1.05
C -0.54 -1.41 -1.23
C -0.55 -0.53 -0.15
C -0.87 -1.00 1.12
H -0.87 -0.34 1.97
N -0.23 0.82 -0.40
S -1.30 1.66 -1.39
O -1.56 0.89 -2.57
O -0.77 2.98 -1.54
C -2.78 1.74 -0.42
C -3.17 2.75 0.42
O -4.33 2.40 0.99
N -4.71 1.18 0.54
C -3.81 0.76 -0.30
C -3.90 -0.54 -1.00
H -3.41 -1.32 -0.41
H -4.94 -0.81 -1.13
H -3.39 -0.48 -1.96
C -2.56 4.06 0.75
H -2.14 4.04 1.75
H -3.32 4.83 0.72
H -1.78 4.27 0.03
C 0.27 1.62 0.70
C 1.51 1.00 1.34
O 1.72 1.05 2.53
N 2.33 0.41 0.45
H 2.07 0.42 -0.53
C 3.58 -0.21 0.83
C 4.73 0.37 0.07
C 5.41 -0.08 -1.03
C 6.37 0.92 -1.33
C 6.20 1.90 -0.40
O 5.21 1.57 0.45
H 6.70 2.83 -0.24
H 7.08 0.90 -2.13
H 5.25 -1.00 -1.55
H 3.53 -1.29 0.64
H 3.70 -0.03 1.90
H 0.54 2.59 0.27
H -0.48 1.79 1.48
H -0.29 -1.04 -2.20
C -0.86 -3.70 -2.20
H 0.05 -4.30 -2.19
H -0.90 -3.16 -3.15
H -1.70 -4.38 -2.15
H -1.44 -4.24 0.38
H -0.82 -2.45 3.42
H -2.52 -2.45 2.98
H -1.56 -3.90 2.73

Highest occupied orbital energy: -8.81 eV
Charge: 0
SMILES: Cc1cc(C)cc(N(CC(=O)NCc2ccco2)S(=O)(=O)c2c(C)noc2C)c1
Gap between HOMO and LUMO: 9.36 eV

Now the Mulliken charges, all in e: C -1.671; C 0.386; C -0.799; C 0.607; C -0.424; C -0.306; C 0.155; H 0.510; N 0.081; S 1.300; O -0.686; O -0.704; C 0.892; C 0.108; O -0.154; N -0.736; C 0.411; C -1.133; H 0.093; H 0.501; H 0.327; C -1.369; H 0.302; H 0.468; H 0.300; C -0.532; C 0.193; O -0.667; N 0.005; H 0.305; C -0.875; C 0.450; C -0.558; C -0.327; C -0.469; O -0.307; H 0.446; H 0.419; H 0.446; H 0.301; H 0.390; H 0.667; H 0.341; H 0.496; C -1.790; H 0.341; H 0.372; H 0.414; H 0.402; H 0.364; H 0.329; H 0.386

=====

Model ii:
Molecular formula: C20H23N3O5S
Method: DFT, ωB97M-V with the def2-TZVPD basis set

CARTESIAN COORDINATES (ANGSTROEM)
C 3.19 -0.90 5.52
N 2.08 -0.08 5.92
S 1.67 1.02 4.70
O 0.66 1.89 5.22
O 2.84 1.61 4.11
C 0.91 -0.09 3.52
C -0.23 -0.77 3.90
C -0.85 -1.62 3.00
C -0.33 -1.76 1.72
C 0.84 -1.09 1.35
C 1.46 -0.25 2.26
H 2.35 0.29 2.01
H 1.26 -1.23 0.37
C -0.99 -2.72 0.78
O -1.28 -3.85 1.11
N -1.19 -2.29 -0.50
C -1.08 -1.00 -1.04
C -0.66 -0.87 -2.36
C -0.53 0.39 -2.93
C -0.81 1.52 -2.18
C -1.25 1.39 -0.87
C -1.40 0.13 -0.31
H -1.77 0.04 0.70
H -1.48 2.26 -0.29
H -0.68 2.50 -2.61
C 0.03 0.49 -4.32
O 1.10 0.00 -4.60
N -0.70 1.19 -5.22
C -2.10 1.55 -5.09
H -2.45 1.35 -4.08
C -2.92 0.75 -6.11
H -3.96 1.07 -6.10
O -2.45 0.94 -7.42
C -1.10 0.55 -7.54
H -0.82 0.74 -8.57
C -0.21 1.34 -6.58
H 0.81 0.98 -6.61
H -0.24 2.41 -6.84
H -1.00 -0.52 -7.32
H -2.87 -0.32 -5.84
H -2.21 2.62 -5.31
H -0.41 -1.74 -2.94
H -1.45 -3.03 -1.15
H -1.73 -2.17 3.27
H -0.62 -0.62 4.90
C 2.23 0.54 7.22
H 2.17 -0.22 7.99
H 1.42 1.25 7.34
H 3.19 1.07 7.31
H 4.11 -0.32 5.41
H 3.34 -1.69 6.26
H 2.95 -1.36 4.56

Highest occupied orbital energy: -9.06 eV
Charge: 0
SMILES: CN(C)S(=O)(=O)c1ccc(C(=O)Nc2cccc(C(=O)N3CCOCC3)c2)cc1
Gap between HOMO and LUMO: 9.09 eV

Now the Mulliken charges, all in e: C -0.887; N -0.013; S 1.471; O -0.728; O -0.710; C -0.171; C -0.468; C -0.625; C 0.092; C 0.081; C -0.459; H 0.542; H 0.488; C -0.111; O -0.644; N -0.046; C 0.079; C -0.542; C 0.209; C -0.071; C -0.870; C -0.249; H 0.568; H 0.447; H 0.479; C 0.226; O -0.661; N 0.051; C -0.463; H 0.427; C -0.679; H 0.355; O -0.375; C -0.536; H 0.352; C -0.764; H 0.455; H 0.300; H 0.318; H 0.334; H 0.223; H 0.420; H 0.266; H 0.443; H 0.442; C -0.967; H 0.328; H 0.367; H 0.324; H 0.340; H 0.346; H 0.265

=====

Which of them is most stable, and which least? Most stable: model ii; least stable: model i.

=====

Model i:
Molecular formula: C7H9N2O
Method: DFT, ωB97M-V with the def2-TZVPD basis set

CARTESIAN COORDINATES (ANGSTROEM)
C 0.21 -1.89 0.76
C 0.64 -0.81 1.40
C -0.67 2.16 0.64
C 0.05 -1.82 -0.70
C -0.69 -0.51 -1.04
C 0.80 0.51 0.75
C 0.38 0.68 -0.70
N 0.06 1.52 1.43
N -0.37 1.87 -0.70
O -0.66 2.62 -1.57
H 0.01 -2.78 1.26
H 0.67 -0.63 2.55
H -1.43 2.94 1.06
H 1.00 -1.93 -1.24
H -0.56 -2.67 -0.84
H -0.94 -0.32 -2.06
H -1.49 -0.46 -0.38
H 1.85 0.72 0.88
H 1.13 0.81 -1.53

Highest occupied orbital energy: -14.09 eV
Charge: +1
SMILES: O=[N+]1C=N[C@H]2C=CCC[C@H]21
Gap between HOMO and LUMO: 6.98 eV

Now the Mulliken charges, all in e: C -0.453; C -0.806; C -0.169; C -0.733; C -0.930; C 0.603; C -0.304; N -0.362; N 0.707; O -0.376; H 0.531; H 0.339; H 0.394; H 0.338; H 0.397; H 0.426; H 0.527; H 0.394; H 0.478

=====

Model ii:
Molecular formula: C7H9N2O
Method: DFT, ωB97M-V with the def2-TZVPD basis set

CARTESIAN COORDINATES (ANGSTROEM)
C -2.16 1.01 0.04
C -2.77 -0.27 0.28
C -0.77 0.67 -0.25
C -0.63 -0.72 -0.14
C 0.57 1.23 -0.76
C 1.47 -0.05 -0.47
C 2.32 0.03 0.77
N -1.90 -1.28 0.19
N 0.62 -1.13 -0.29
O 0.98 -2.48 -0.30
H -2.77 1.93 0.15
H -3.72 -0.49 0.74
H 0.45 1.57 -1.82
H 0.83 2.18 -0.36
H 2.07 -0.20 -1.34
H 1.56 0.34 1.54
H 3.00 0.94 0.58
H 2.89 -0.96 0.97
H -2.02 -2.33 0.46

Highest occupied orbital energy (spin up / spin down): -13.91 / -14.28 eV
Charge: +1
SMILES: C[C@@H]1Cc2cc[nH]c2[N+]1=O
Gap between HOMO and LUMO (spin up / spin down): 7.62 / 7.72 eV

Now the Mulliken charges, all in e: C -0.883; C -0.182; C 0.796; C -0.205; C -0.654; C -0.164; C -1.090; N -0.048; N 0.582; O -0.438; H 0.376; H 0.428; H 0.347; H 0.408; H 0.368; H 0.335; H 0.330; H 0.358; H 0.335

=====

Which of them is most stable, and which least? Most stable: model ii; least stable: model i.